P | The following is a quantum chemistry calculation of a cluster of 2 separate species, C11H15N in total, from OMol25.

Geometry as XYZ:
```
27
Properties=species:S:1:pos:R:3:mulliken_charge:R:1
C 1.195 2.143 1.794 -1.1995
C 0.629 0.782 1.590 0.5295
C 1.185 -0.378 1.332 -0.8432
N 0.274 -1.389 1.128 -0.1125
C -1.029 -0.880 1.279 -0.2601
C -2.282 -1.397 0.692 -0.6644
C -3.213 -0.460 0.422 -0.3801
C -2.976 0.875 0.725 -0.3769
C -1.805 1.386 1.346 -0.9655
C -0.825 0.465 1.576 1.3940
H 1.363 2.513 2.891 0.2087
H 0.417 2.745 1.228 0.2629
H 2.114 2.164 1.290 0.3702
H 2.176 -0.674 1.001 0.4872
H 0.489 -2.146 0.511 0.3082
H -2.636 -2.414 0.810 0.3536
H -4.234 -0.794 0.494 0.2549
H -3.891 1.642 0.897 0.1750
H -1.511 2.376 1.405 0.4523
C 2.110 -0.508 -2.190 -0.6143
C 1.478 -1.118 -3.482 -0.8946
H 2.475 -1.247 -1.387 0.1309
H 2.972 0.025 -2.605 0.3490
H 1.538 0.276 -1.581 0.1864
H 0.893 -1.965 -3.104 0.2340
H 2.210 -1.641 -4.066 0.3086
H 0.884 -0.380 -3.994 0.3056
```

structure (SMILES)	Cc1c[nH]c2ccccc12.CC
LUMO	0.032	hartree
spin multiplicity	1
HOMO-LUMO gap	8.679	eV

---

Q | The following is a quantum chemistry calculation of a cluster of 2 separate species, C11H15N in total, from OMol25.

Geometry as XYZ:
```
27
Properties=species:S:1:pos:R:3:mulliken_charge:R:1
C 0.408 -0.690 2.010 -0.9339
C -0.034 -0.555 0.604 0.3590
C 0.613 -0.887 -0.562 -0.7055
N -0.035 -0.426 -1.681 -0.1289
C -1.278 0.099 -1.254 0.0672
C -2.247 0.762 -2.049 -0.8882
C -2.956 1.682 -1.329 -0.3845
C -3.077 1.638 0.096 -0.5223
C -2.326 0.709 0.767 -0.6324
C -1.265 0.000 0.144 1.2199
H -0.444 -0.167 2.547 0.2155
H 1.390 -0.271 2.137 0.1319
H 0.478 -1.651 2.542 0.2718
H 1.274 -1.752 -0.518 0.4019
H 0.081 -0.862 -2.580 0.2732
H -2.217 0.661 -3.111 0.3654
H -3.672 2.368 -1.771 0.3116
H -3.745 2.365 0.530 0.3835
H -2.250 0.837 1.849 0.1722
C 4.473 -1.031 0.385 -0.4949
C 4.648 -0.612 1.851 -0.8621
H 4.956 -0.260 -0.257 0.2683
H 5.022 -1.941 0.113 0.3056
H 3.445 -0.983 -0.006 -0.0333
H 3.959 0.194 2.080 0.2495
H 5.684 -0.405 2.151 0.3393
H 4.445 -1.490 2.443 0.2502
```

structure (SMILES)	Cc1c[nH]c2ccccc12.CC
LUMO	0.035	hartree
spin multiplicity	1
HOMO-LUMO gap	8.736	eV

---

R | The following is a quantum chemistry calculation of a cluster of 2 separate species, C11H15N in total, from OMol25.

Geometry as XYZ:
```
27
Properties=species:S:1:pos:R:3:mulliken_charge:R:1
C 1.869 3.216 -1.021 -1.2662
C 1.600 1.764 -0.766 0.7862
C 2.079 1.008 0.248 -0.9056
N 1.561 -0.277 0.167 -0.0840
C 0.548 -0.258 -0.761 0.0278
C -0.511 -1.144 -0.912 -0.5774
C -1.467 -0.864 -1.871 -0.8588
C -1.421 0.367 -2.525 -0.3721
C -0.362 1.240 -2.426 -0.6174
C 0.645 0.942 -1.491 0.7913
H 2.945 3.390 -1.016 0.3333
H 1.433 3.847 -0.258 0.2914
H 1.447 3.570 -1.960 0.2957
H 2.745 1.348 1.023 0.4030
H 1.600 -0.962 0.901 0.2194
H -0.560 -1.954 -0.196 0.4700
H -2.268 -1.577 -2.017 0.3783
H -2.237 0.611 -3.197 0.3486
H -0.296 2.054 -3.134 0.3293
C -1.710 -1.513 2.575 -0.7650
C -0.603 -2.546 2.693 -0.7758
H -1.433 -0.652 3.183 0.2430
H -1.841 -1.123 1.563 0.2361
H -2.678 -1.932 2.842 0.3268
H 0.356 -2.159 2.368 0.1089
H -0.517 -2.896 3.728 0.3537
H -0.926 -3.500 2.259 0.2794
```

structure (SMILES)	Cc1c[nH]c2ccccc12.CC
LUMO	0.033	hartree
spin multiplicity	1
HOMO-LUMO gap	8.667	eV

---

Of them, the most stable is R and the least stable is P.

---

P | The following is a quantum chemistry calculation of a cluster of 2 separate species, C11H15N in total, from OMol25.

Geometry as XYZ:
```
27
Properties=species:S:1:pos:R:3:mulliken_charge:R:1
C -1.419 -0.977 -2.798 -1.2557
C -1.487 -1.383 -1.357 0.4636
C -2.578 -1.728 -0.628 -0.6826
N -2.252 -1.859 0.703 -0.0508
C -0.904 -1.644 0.854 -0.1428
C -0.088 -1.767 1.970 -0.8547
C 1.269 -1.545 1.813 -0.3854
C 1.819 -1.223 0.568 -0.7620
C 0.984 -1.136 -0.537 -0.3524
C -0.394 -1.286 -0.419 1.0524
H -1.673 0.061 -2.987 0.2560
H -2.119 -1.557 -3.410 0.3732
H -0.411 -1.202 -3.165 0.3143
H -3.574 -1.837 -1.025 0.4045
H -2.837 -2.299 1.392 0.2130
H -0.458 -2.092 2.940 0.3480
H 1.899 -1.613 2.687 0.3880
H 2.874 -1.030 0.420 0.4004
H 1.453 -0.908 -1.486 0.2606
C 0.633 2.965 0.297 -0.5396
C 1.839 3.800 0.772 -0.8820
H -0.001 2.709 1.155 0.2547
H -0.002 3.506 -0.409 0.3195
H 0.981 2.021 -0.103 0.0411
H 1.941 3.734 1.850 0.2544
H 1.742 4.866 0.560 0.2773
H 2.761 3.422 0.342 0.2871
```

structure (SMILES)	Cc1c[nH]c2ccccc12.CC
LUMO	0.034	hartree
spin multiplicity	1
HOMO-LUMO gap	8.770	eV

---

Q | The following is a quantum chemistry calculation of an isolated molecule of C11H15N, from OMol25.

Geometry as XYZ:
```
27
Properties=species:S:1:pos:R:3:mulliken_charge:R:1
C -2.165 0.189 2.226 -1.2874
C -1.210 -0.090 1.025 0.2698
C -0.900 1.294 0.295 -1.1382
C 0.003 1.052 -0.890 0.9710
C -0.319 1.324 -2.262 -0.8274
C 0.583 0.956 -3.268 -0.3617
C 1.725 0.104 -2.925 -0.6464
C 1.936 -0.066 -1.631 -0.5962
C 1.101 0.377 -0.538 0.7536
C 1.276 -0.139 0.892 -1.3743
N 0.069 -0.731 1.392 0.2180
C 0.126 -2.247 1.423 -0.9373
H -1.621 0.854 2.944 0.2871
H -2.409 -0.772 2.801 0.3143
H -3.019 0.644 1.672 0.3606
H -1.762 -0.689 0.309 0.2457
H -0.337 1.907 1.022 0.3406
H -1.787 2.022 0.114 0.4278
H -1.295 1.829 -2.312 0.3475
H 0.403 1.230 -4.316 0.3602
H 2.544 -0.277 -3.649 0.2722
H 2.794 -0.638 -1.265 0.2832
H 1.631 0.710 1.499 0.2281
H 2.043 -0.886 0.921 0.5805
H 1.147 -2.488 1.805 0.3469
H -0.007 -2.840 0.417 0.2792
H -0.548 -2.629 2.298 0.2828
```

structure (SMILES)	C[C@H]1Cc2ccccc2CN1C
LUMO	0.036	hartree
spin multiplicity	1
HOMO-LUMO gap	9.178	eV

---

R | The following is a quantum chemistry calculation of a cluster of 2 separate species, C11H15N in total, from OMol25.

Geometry as XYZ:
```
27
Properties=species:S:1:pos:R:3:mulliken_charge:R:1
C -1.252 0.649 2.047 -1.3341
C -1.345 0.541 0.578 0.5300
C -2.345 1.058 -0.190 -0.6649
N -2.273 0.565 -1.477 -0.0557
C -1.183 -0.282 -1.551 -0.3302
C -0.730 -0.996 -2.664 -0.9156
C 0.504 -1.595 -2.498 -0.2960
C 1.234 -1.529 -1.298 -0.9495
C 0.707 -0.915 -0.178 -0.1888
C -0.514 -0.238 -0.313 1.0598
H -0.451 1.240 2.477 0.2239
H -1.187 -0.301 2.591 0.3387
H -2.177 1.020 2.485 0.3622
H -2.981 1.885 0.087 0.3828
H -2.734 1.073 -2.209 0.2366
H -1.321 -1.206 -3.544 0.3877
H 1.007 -2.071 -3.336 0.3389
H 2.099 -2.147 -1.263 0.3980
H 1.187 -1.040 0.787 0.4590
C 3.273 1.279 2.132 -0.6904
C 2.524 0.604 3.307 -0.7667
H 3.078 0.710 1.215 0.1412
H 2.838 2.235 1.835 0.2728
H 4.325 1.234 2.384 0.3097
H 2.025 1.281 4.007 0.2813
H 3.275 0.082 3.898 0.3460
H 1.707 -0.025 2.963 0.1233
```

structure (SMILES)	Cc1c[nH]c2ccccc12.CC
LUMO	0.035	hartree
spin multiplicity	1
HOMO-LUMO gap	8.770	eV

---

S | The following is a quantum chemistry calculation of a cluster of 2 separate species, C11H15N in total, from OMol25.

Geometry as XYZ:
```
27
Properties=species:S:1:pos:R:3:mulliken_charge:R:1
C 2.541 2.217 -1.871 -1.2920
C 2.157 1.103 -0.960 0.2388
C 2.881 0.627 0.082 -0.5553
N 2.223 -0.469 0.673 -0.1343
C 1.149 -0.814 -0.127 0.3016
C 0.412 -1.997 -0.076 -1.0392
C -0.641 -1.981 -0.955 -0.1050
C -1.017 -0.916 -1.775 -1.0017
C -0.132 0.126 -1.884 -0.1166
C 1.029 0.215 -1.123 0.6817
H 1.800 2.773 -2.426 0.3666
H 3.281 1.895 -2.609 0.2620
H 3.036 2.881 -1.129 0.3052
H 3.677 1.150 0.590 0.3843
H 2.301 -0.586 1.670 0.2762
H 0.519 -2.696 0.740 0.3772
H -1.460 -2.700 -0.923 0.3195
H -1.932 -1.017 -2.341 0.4042
H -0.295 0.940 -2.608 0.3170
C -3.315 -0.214 2.537 -1.0671
C -2.003 0.063 1.828 -0.4566
H -3.484 0.249 3.495 0.3140
H -4.216 0.007 1.938 0.2955
H -3.488 -1.308 2.563 0.2930
H -2.219 -0.132 0.768 0.0937
H -1.134 -0.515 2.106 0.2057
H -1.669 1.100 1.817 0.3315
```

structure (SMILES)	Cc1c[nH]c2ccccc12.CC
LUMO	0.034	hartree
spin multiplicity	1
HOMO-LUMO gap	8.831	eV

---

Of them, the most stable is P and the least stable is Q.